The following is a quantum chemistry calculation of a single C4H5FO3 molecule at a distorted geometry, from the OMol25 dataset.

Its structure (SMILES) is O=CC(=O)[C@H](F)CO. The multiplicity is 1. For the energy relative to the best compared isomer or geometry (same formula, charge and spin), the calculation gives 267.5 kJ/mol.

The geometry in XYZ format:
```
13
C4H5FO3 | the OMol25 dataset | the ωB97M-V functional and the def2-TZVPD basis
H 1.693 0.597 1.344
C -1.209 0.565 -0.164
H 1.414 1.522 -0.127
H 0.597 -0.260 -1.460
C 0.061 -0.148 -0.365
O 2.615 -0.348 -0.371
H 2.708 -1.017 0.272
O -1.484 1.749 -0.060
O -2.377 -1.420 -0.283
C -2.386 -0.335 0.096
C 1.449 0.471 0.275
H -3.182 0.038 0.527
F 0.099 -1.415 0.316
```

Atomic partial charges in e from the natural (NBO) method, atoms 1 to 8: 0.21 0.41 0.19 0.27 0.06 -0.72 0.47 -0.47

The following is a quantum chemistry calculation of a molecular structure, C6H12O at a distorted geometry, from the OMol25 dataset.

The multiplicity is 1. For the energy relative to the best compared isomer or geometry (same formula, charge and spin), the calculation gives 406.8 kJ/mol.

The geometry in XYZ format:
```
19
C6H12O | the OMol25 dataset | the ωB97M-V functional and the def2-TZVPD basis
H 2.018 -1.676 0.342
H -0.271 -2.240 -0.405
H -2.486 2.215 0.666
C -0.352 0.055 0.381
H -1.019 0.929 -1.539
H -0.856 2.669 1.278
C -0.759 0.852 -0.502
H 0.674 0.598 2.153
C -0.061 -0.129 1.808
H -1.375 3.153 -0.366
H 0.347 -0.675 -2.642
H 2.170 -2.272 -1.301
C -1.445 2.395 0.409
H -0.964 -0.019 2.410
C 1.747 -1.466 -0.691
H 0.332 -1.124 2.020
O -0.159 -1.356 -2.184
C 0.244 -1.385 -0.844
H 2.213 -0.524 -0.992
```

Atomic partial charges in e from the natural (NBO) method, atoms 1 to 8: 0.21 0.17 0.20 0.02 0.22 0.20 -0.20 0.23

The following is a quantum chemistry calculation of a molecular structure, C16H44MgO7 at a distorted geometry, from the OMol25 dataset.

The multiplicity is 1. The value obtained for the total energy is -37080.8995 eV.

The geometry in XYZ format:
```
68
C16H44MgO7 | the OMol25 dataset | the ωB97M-V functional and the def2-TZVPD basis
H 16.574 5.896 10.807
H 12.796 10.258 7.294
H 12.091 11.016 4.794
H 15.726 3.789 5.829
C 9.507 6.942 3.127
H 13.424 7.343 7.727
C 12.481 7.763 6.076
H 8.142 7.817 4.391
H 10.414 7.359 3.564
O 17.262 9.010 8.624
H 14.324 4.832 10.451
C 15.068 5.365 4.400
O 9.311 12.270 5.539
H 9.755 10.832 7.778
H 8.567 12.607 5.034
H 11.045 12.720 4.774
H 17.500 11.026 8.223
C 16.921 10.317 8.815
H 18.124 10.463 10.596
C 14.748 5.519 9.718
C 16.269 5.439 9.865
C 17.096 10.587 10.256
H 18.132 8.882 9.009
H 17.427 5.156 5.781
H 16.424 9.949 10.831
H 10.761 10.354 6.482
H 16.691 11.582 10.439
O 11.925 13.022 4.538
H 9.182 7.662 2.376
H 9.790 5.977 2.706
Mg 16.569 7.288 7.272
H 13.646 9.604 8.814
H 15.861 10.450 8.601
H 14.665 12.658 5.094
H 8.838 6.285 5.099
O 7.406 5.974 3.729
H 14.811 5.116 6.543
H 15.786 5.109 3.620
H 15.797 3.443 10.419
H 8.797 10.430 4.932
C 13.101 9.399 7.892
C 13.916 11.898 5.314
H 9.554 9.225 6.810
H 7.856 11.056 6.113
H 13.761 12.015 6.387
O 16.659 5.671 6.037
H 17.522 3.895 10.583
H 14.355 5.458 8.703
C 9.729 10.301 6.827
C 15.582 4.870 5.814
H 14.277 6.353 10.239
C 12.702 11.839 4.423
C 13.585 8.198 7.071
C 8.910 11.023 5.839
H 12.701 6.793 5.631
C 16.629 3.982 9.965
H 14.107 4.917 4.148
C 8.432 6.781 4.216
O 16.954 6.100 8.806
H 11.506 7.427 6.428
H 12.305 8.459 5.256
H 14.512 11.008 5.112
H 16.811 3.461 9.025
H 13.031 11.607 3.410
H 12.135 9.267 8.380
H 14.759 6.409 4.348
O 14.958 8.155 6.661
H 6.567 6.375 3.967
```

Atomic partial charges in e from the natural (NBO) method, atoms 1 to 8: 0.14 0.20 0.15 0.19 -0.62 0.13 -0.64 0.16

The following is a quantum chemistry calculation of 3 unconnected molecules or ions with the total composition C26H45BFN3O3, from the OMol25 dataset.

The multiplicity is 3. The value obtained for the total energy is -41696.3744 eV.

The geometry in XYZ format:
```
79
C26H45BFN3O3 | the OMol25 dataset | the ωB97M-V functional and the def2-TZVPD basis
H -1.656 -2.942 -5.086
O 1.181 -0.806 3.161
H -0.310 2.539 3.140
H 3.667 1.761 0.501
H 0.568 -0.388 7.091
H -2.669 2.041 2.675
H 1.209 1.183 4.443
C 2.261 4.102 1.692
C -1.317 2.553 -6.223
C 0.496 -0.869 6.112
H 2.094 1.364 5.964
H 3.481 -3.510 4.319
C 0.092 -3.045 4.908
H -3.796 1.744 -6.458
O 4.391 5.137 1.194
H -2.836 -2.238 -3.300
H -2.042 3.123 -5.649
H -1.454 -1.187 -2.954
H 3.272 -0.295 6.938
N -2.435 1.832 0.643
C -1.567 1.863 -0.365
H 0.389 -2.864 2.211
H 2.791 -1.974 6.889
H -3.102 1.396 -8.034
H 2.595 -3.645 5.839
N -1.780 0.467 -5.046
H 2.362 0.578 0.703
C -1.748 1.103 -6.403
C -1.957 2.072 1.859
H 2.959 0.937 4.480
H -0.284 -0.342 5.553
H -4.822 -0.286 -7.284
C -3.753 -0.912 -5.527
C -0.211 2.118 -0.209
C 2.032 0.793 5.037
H 0.755 -2.848 6.963
C -0.727 0.429 -7.327
C -0.621 2.356 2.117
H 3.887 -1.338 5.659
C -1.459 -1.979 -5.557
H -1.037 -0.547 -7.687
H -0.108 -4.112 5.038
H 0.432 2.113 -1.082
C -2.441 -1.229 -3.417
H 1.028 -4.438 2.702
H -4.135 -1.936 -5.511
C 0.298 2.378 1.067
C 2.830 1.459 1.141
O -2.169 1.266 -4.128
C 1.222 -3.364 2.697
H -4.415 -0.315 -4.893
C 2.514 -3.751 4.762
H -0.578 1.059 -8.204
H -3.095 -0.539 -2.891
H -0.720 -2.642 4.295
H -1.638 -2.107 -6.621
H 0.234 0.320 -6.823
N 1.773 -1.445 4.096
C -2.355 -0.913 -4.905
H 1.775 4.374 2.637
C 3.010 -1.112 6.265
H 3.246 1.177 2.111
H 2.304 -4.802 4.561
C 1.829 -0.677 5.384
H 1.866 4.787 0.936
H -1.215 3.011 -7.207
H 2.121 -3.177 2.110
C 3.728 4.357 1.796
B 1.819 2.633 1.306
F 4.302 3.568 2.773
C 0.093 -2.334 6.260
H -1.963 1.664 -1.355
H -0.356 2.612 -5.712
C 1.405 -2.898 4.135
H -0.405 -1.746 -5.409
H -3.282 -1.024 -7.643
H -0.907 -2.389 6.694
C -3.786 -0.348 -6.946
C -3.157 1.043 -7.002
```

Atomic partial charges in e from the Löwdin method, atoms 1 to 8: 0.08 -0.03 0.10 0.08 0.13 0.10 0.06 0.00

The following is a quantum chemistry calculation of 6 unconnected molecules or ions with the total composition C23H48IO15P, from the OMol25 dataset.

Its structure (SMILES) is CCOC(=O)OC.CCOC(=O)OC.CCOC(=O)OC.CCOC(=O)OC.CCOC(=O)OC.PCCCI. The multiplicity is 1. The value obtained for the total energy is -72732.2725 eV.

The geometry in XYZ format:
```
88
C23H48IO15P | the OMol25 dataset | the ωB97M-V functional and the def2-TZVPD basis
H -5.934 3.693 12.913
H 0.403 -2.825 -4.077
C 3.720 -0.089 -6.286
O 6.137 -0.319 -1.572
H 9.367 -2.435 -1.696
H -1.980 -2.261 4.374
C 4.887 -0.505 -2.271
H 1.662 1.876 -8.194
H 0.837 -2.583 -2.372
H -2.815 -0.801 6.174
H -1.652 0.583 -0.326
H 3.952 -1.131 -6.497
I -4.489 -2.357 7.518
O 3.120 0.039 -4.991
H 3.056 0.295 -7.056
H 4.084 -1.857 -0.802
O 3.813 3.224 -9.140
C 3.994 5.258 -10.878
H 10.228 -0.985 -1.111
C 4.221 -1.805 -1.883
O -7.113 1.728 9.873
H 4.891 5.076 -10.287
C 0.137 -2.301 -3.160
C -7.483 -0.686 9.863
O 7.175 -1.650 -3.081
C -7.011 3.664 12.757
O -1.648 -1.861 -0.492
H 4.816 -2.659 -2.206
H -7.146 -1.613 9.398
C 2.887 3.988 -9.249
O 1.243 -0.910 -5.810
O 1.472 -0.307 -3.641
O 2.836 5.054 -10.044
H -3.787 -0.391 -1.172
C -3.806 0.466 -0.501
O 1.743 3.916 -8.569
H -4.108 -1.363 5.109
H 3.243 -1.860 -2.360
O -2.409 -0.578 1.210
H -0.858 -2.613 -2.846
H -0.970 -4.177 5.901
C -2.436 -2.728 5.254
H 4.632 0.499 -6.248
H -7.415 -0.798 10.944
H 0.752 2.946 -7.100
H -0.505 -3.830 0.652
H -0.377 -1.236 7.403
H 5.065 -0.455 -3.342
C 0.145 -0.805 -3.361
H -8.525 -0.523 9.589
O -7.316 3.204 11.437
H -7.435 4.661 12.821
C 1.882 -0.450 -4.900
H 4.284 0.351 -1.978
C 7.176 -0.971 -2.085
O -1.926 -2.643 1.605
H -3.012 -3.578 4.882
C -6.772 2.026 11.124
C -1.334 -3.195 6.205
H -3.913 1.371 -1.100
O -6.076 1.364 11.851
C -6.624 0.462 9.385
C -1.967 -1.705 0.660
H -1.366 -4.526 2.056
H -4.673 0.385 0.155
H 4.793 4.620 -12.759
C -2.534 0.544 0.312
C -1.464 -3.924 1.157
O 8.242 -0.729 -1.319
C -3.363 -1.677 5.834
H -5.586 0.339 9.689
H 2.530 2.840 -6.974
H 9.658 -1.079 -2.803
H -1.742 -3.328 7.210
C 1.679 2.819 -7.651
P 0.142 -2.066 6.380
H 3.948 6.312 -11.141
C 9.448 -1.352 -1.770
H -2.533 1.410 0.970
H 4.022 3.327 -11.833
H -6.662 0.559 8.302
H -0.147 -0.290 -2.448
H -2.189 -4.371 0.479
C 3.953 4.378 -12.107
H -0.519 -0.506 -4.171
H -7.463 3.010 13.501
H -0.217 -1.136 5.374
H 3.028 4.541 -12.662
```

Atomic partial charges in e from the Löwdin method, atoms 1 to 8: 0.10 0.08 -0.02 0.04 0.10 0.08 -0.20 0.09